121
Properties=species:S:1:pos:R:3:forces:R:3:mulliken_charge:R:1 method="wB97M-V/def2-TZVPD" e_tot_ha=-5982.2822 de_lowest_kj_mol=140.3 homo_lumo_gap_ev=7.444 charge=+1
Sr 1.969 0.294 0.120 0.64 0.85 0.03 1.605
N 1.454 1.587 2.480 -0.14 0.09 0.02 -0.148
C 0.048 2.043 2.474 0.06 -0.03 -0.03 -0.163
C -0.253 2.798 1.190 0.11 0.02 -0.10 -0.788
N -0.063 1.927 0.017 -0.43 -0.01 0.07 0.001
H 1.640 1.012 3.297 0.01 -0.02 0.00 0.073
H 2.061 2.397 2.580 0.03 -0.03 0.01 0.103
H -0.188 2.673 3.336 -0.02 0.02 -0.02 0.480
H -0.600 1.164 2.531 0.02 -0.01 0.00 -0.146
H 0.438 3.642 1.102 -0.01 0.01 0.00 0.340
H -1.265 3.209 1.237 0.00 0.01 0.03 0.370
H -0.034 2.460 -0.853 0.12 0.05 0.05 0.242
H -0.873 1.314 -0.051 -0.05 0.06 -0.06 -0.298
C -0.322 -2.189 2.437 -0.03 0.01 0.05 -0.692
C 0.243 -2.749 1.162 0.03 0.17 0.00 0.005
C -0.087 -4.012 0.735 -0.01 -0.04 -0.02 -0.723
C 0.526 -4.492 -0.429 -0.03 -0.05 0.01 -0.952
C 1.455 -3.736 -1.086 0.00 0.04 -0.01 -0.478
C 1.807 -2.450 -0.589 -0.09 -0.07 -0.01 0.496
N 1.129 -1.971 0.510 0.05 -0.53 -0.03 0.434
N 2.752 -1.642 -1.116 0.03 -0.43 0.03 0.039
Si 4.116 -2.256 -1.986 -0.16 0.07 -0.01 -0.254
C 3.734 -2.681 -3.768 0.01 -0.04 -0.09 -1.108
C 4.835 -3.751 -1.116 0.02 -0.08 0.10 -1.089
C 5.451 -0.940 -1.993 0.06 0.10 -0.02 -0.942
H 0.228 -2.583 3.297 0.00 0.00 -0.01 0.337
H -1.370 -2.455 2.567 0.00 -0.02 0.00 0.158
H -0.243 -1.102 2.457 0.01 0.00 -0.03 -0.235
H -0.797 -4.611 1.287 0.00 0.00 0.00 0.543
H 0.265 -5.473 -0.809 0.01 0.00 0.00 0.452
H 1.927 -4.099 -1.988 0.00 0.00 0.00 0.370
H 3.171 -3.611 -3.871 -0.01 0.01 -0.01 0.344
H 4.658 -2.793 -4.340 -0.02 -0.01 -0.01 0.350
H 3.145 -1.886 -4.232 0.01 0.00 -0.01 0.280
H 4.090 -4.515 -0.889 0.00 -0.01 -0.02 0.379
H 5.293 -3.450 -0.169 0.01 -0.02 -0.01 0.285
H 5.615 -4.218 -1.722 0.01 0.02 0.00 0.409
H 5.414 -0.308 -2.883 -0.02 0.00 0.01 0.293
H 6.437 -1.412 -1.976 0.00 0.00 -0.02 0.440
H 5.390 -0.269 -1.132 0.02 -0.03 0.02 0.065
S 4.339 2.414 -2.133 -0.08 -0.08 0.14 -0.057
C 4.711 3.663 -1.127 -0.07 -0.06 -0.01 -0.345
N 5.465 4.731 -1.396 0.02 -0.04 -0.05 -0.118
C 5.503 5.808 -0.417 0.02 0.00 0.02 -0.540
C 5.192 5.156 0.930 0.04 0.07 -0.04 -0.664
S 4.126 3.745 0.522 -0.09 -0.01 0.12 0.190
H 5.794 4.856 -2.342 0.03 0.02 0.01 0.241
H 4.764 6.575 -0.665 -0.03 -0.03 0.00 0.241
H 6.490 6.268 -0.408 -0.01 0.02 -0.01 0.375
H 4.668 5.835 1.597 0.02 0.00 0.01 0.384
H 6.095 4.793 1.418 -0.01 -0.02 0.00 0.298
N 3.938 -0.712 1.756 0.00 0.01 -0.07 -0.215
C 4.063 -0.324 3.114 -0.06 -0.04 -0.12 0.551
C 4.984 0.648 3.486 -0.03 0.05 0.04 -0.380
C 5.038 1.078 4.804 0.01 0.00 -0.01 -0.628
C 4.177 0.551 5.757 0.00 0.01 0.00 -0.608
C 3.263 -0.423 5.381 -0.02 -0.01 -0.01 -0.435
C 3.203 -0.862 4.066 0.02 0.01 0.06 -0.384
H 4.815 -0.680 1.249 0.02 -0.02 0.03 0.102
H 3.537 -1.638 1.647 0.03 -0.01 -0.03 0.001
H 5.657 1.065 2.746 0.00 -0.01 -0.01 0.434
H 5.766 1.827 5.089 0.00 0.00 0.01 0.409
H 4.229 0.885 6.785 0.00 0.00 0.00 0.405
H 2.595 -0.854 6.116 0.01 0.00 0.01 0.423
H 2.495 -1.631 3.776 0.00 0.00 -0.01 0.311
N 2.581 2.232 -6.255 -0.09 -0.02 0.04 -0.299
C 2.015 3.455 -6.086 0.01 0.03 -0.04 0.041
O 1.699 4.182 -7.003 0.06 0.01 0.02 -0.606
C 1.791 3.868 -4.659 -0.02 -0.03 -0.02 0.671
C 2.039 5.182 -4.288 -0.03 0.00 -0.01 -0.423
C 1.823 5.551 -2.973 0.02 -0.01 0.02 -0.717
C 1.344 4.596 -2.088 0.04 0.02 -0.02 -0.198
N 1.069 3.342 -2.438 -0.16 0.05 -0.01 -0.145
C 1.292 2.994 -3.705 0.10 -0.03 0.05 -0.840
H 2.789 1.934 -7.193 0.00 0.00 -0.01 0.229
H 2.990 1.735 -5.484 0.04 0.00 0.00 0.179
H 2.385 5.888 -5.032 0.00 0.00 0.00 0.512
H 2.005 6.562 -2.635 -0.01 0.00 -0.01 0.502
H 1.170 4.855 -1.048 -0.02 0.00 -0.01 0.308
H 1.056 1.970 -3.974 -0.03 0.01 0.00 0.616
C -3.576 -3.203 -1.439 0.01 0.00 0.01 -1.670
C -4.535 -3.105 -0.241 -0.06 -0.01 0.00 2.592
C -5.889 -3.716 -0.650 0.01 -0.02 -0.01 -1.793
C -3.930 -3.983 0.864 0.00 -0.03 -0.03 -2.027
Si -4.783 -1.309 0.371 0.14 0.00 -0.02 -0.587
Br -2.642 -0.439 0.368 -0.08 -0.04 0.02 -0.100
C -5.751 -0.191 -0.837 -0.04 0.00 -0.04 2.435
C -7.266 -0.402 -0.655 -0.01 0.02 -0.01 -1.804
C -5.394 -0.517 -2.296 0.00 0.04 -0.02 -2.045
C -5.441 1.303 -0.643 0.00 0.01 0.00 -1.785
C -5.341 -1.161 2.195 -0.04 0.00 0.03 2.381
C -5.690 0.293 2.548 -0.01 0.02 0.03 -2.079
C -4.255 -1.592 3.194 0.01 0.03 0.00 -1.638
C -6.591 -2.027 2.435 0.01 -0.01 0.02 -1.733
H -3.501 -4.256 -1.729 0.01 0.00 -0.01 0.528
H -2.573 -2.860 -1.182 0.00 -0.01 0.01 0.152
H -3.913 -2.649 -2.312 -0.01 0.00 0.02 0.290
H -5.730 -4.759 -0.942 -0.01 0.00 0.00 0.532
H -6.336 -3.208 -1.503 0.02 -0.01 -0.01 0.320
H -6.618 -3.714 0.162 0.01 0.01 0.02 0.311
H -3.727 -4.975 0.447 0.00 0.00 0.01 0.696
H -4.598 -4.120 1.713 -0.02 0.01 0.00 0.267
H -2.982 -3.579 1.224 0.01 0.01 0.00 0.127
H -7.567 -1.444 -0.777 0.01 -0.01 -0.01 0.307
H -7.796 0.181 -1.414 -0.01 -0.01 0.00 0.564
H -7.620 -0.063 0.318 0.01 0.02 -0.01 0.289
H -5.718 -1.510 -2.603 -0.01 0.00 0.02 0.330
H -4.321 -0.431 -2.482 0.00 0.01 0.01 0.322
H -5.899 0.204 -2.945 0.00 -0.01 -0.01 0.601
H -5.617 1.660 0.369 -0.01 -0.02 -0.02 0.329
H -6.090 1.876 -1.312 0.01 0.01 -0.01 0.530
H -4.408 1.531 -0.907 0.00 -0.01 0.01 0.294
H -4.854 0.970 2.360 0.01 -0.01 0.01 0.291
H -5.924 0.346 3.616 0.00 0.00 0.00 0.591
H -6.561 0.665 2.010 0.01 -0.02 0.00 0.324
H -3.378 -0.945 3.134 -0.01 0.00 0.00 0.113
H -3.928 -2.621 3.067 -0.01 -0.02 -0.02 0.322
H -4.664 -1.503 4.206 0.01 0.00 0.00 0.594
H -7.417 -1.777 1.768 0.01 0.01 -0.01 0.286
H -6.941 -1.867 3.460 0.00 0.00 0.00 0.521
H -6.385 -3.092 2.328 0.02 -0.01 0.01 0.327